C4H13NO2 | ωB97M-V with the def2-TZVPD basis set

Structure (XYZ):
```
20
Properties=species:S:1:pos:R:3:forces:R:3:nbo_charge:R:1
H -0.99138 2.17233 -0.84877 0.4 0.6 0.1 0.183
C 0.17540 0.32361 -0.55926 0.4 1.1 -1.3 -0.418
O 2.87962 -2.35943 0.10720 0.2 0.0 0.0 -0.934
H 1.96299 2.52327 2.47021 0.1 -0.2 0.2 0.464
H -2.50630 -1.59308 -1.15267 0.2 -0.3 -0.1 0.199
H 0.52989 0.51075 -1.58213 -0.3 -0.2 -0.2 0.192
C -1.70247 -0.87870 -1.31100 -1.3 2.5 0.9 -0.220
H 0.54308 2.95511 2.36388 -0.3 -0.2 0.1 0.466
H 3.62788 -2.12478 0.66706 -0.1 0.0 0.0 0.468
H -1.56972 -0.62560 -2.36562 0.6 -1.3 -0.2 0.187
O 1.08270 2.26477 2.76686 0.1 0.4 -0.3 -0.929
H 1.04966 0.68333 -0.02035 -0.1 -0.8 0.9 0.225
N -2.16980 0.46990 -0.84964 0.5 0.2 -0.5 -0.681
H -3.06243 0.65695 -0.44306 -0.2 -0.5 0.3 0.372
H -0.69836 -1.29998 0.53981 -0.1 -0.1 0.1 0.204
H 0.06980 -1.93822 -0.90704 0.8 0.4 0.2 0.218
C -1.03501 1.23619 -0.32018 -1.0 -1.1 0.4 -0.219
C -0.43152 -1.06244 -0.48912 -0.3 -0.9 -0.4 -0.414
H 3.27226 -2.87349 -0.60686 -0.1 0.0 0.0 0.467
H -1.20668 1.36204 0.75562 0.4 0.5 0.0 0.170
```
Forces are in eV/Å.

Results
HOMO energy   -7.71 eV
Total charge   0
SMILES   C1CCNC1.O.O

***

C4H13NO2 | ωB97M-V with the def2-TZVPD basis set

Structure (XYZ):
```
20
Properties=species:S:1:pos:R:3:forces:R:3:nbo_charge:R:1
H 1.48159 -0.03739 2.57156 0.3 0.0 0.1 0.215
H -0.88455 -1.42341 2.08602 -0.1 0.5 -0.2 0.208
C 0.45665 0.59984 0.80089 0.0 -2.0 -1.3 -0.451
H -2.24537 0.82550 -0.45416 -0.2 -0.5 0.1 0.476
O -2.77165 0.89310 -1.25497 0.1 0.8 -0.3 -0.954
H -0.45427 1.76538 -2.79026 0.0 0.0 -0.1 0.477
H 2.57551 0.56900 1.25595 -0.1 -0.5 0.0 0.215
C 1.62508 0.68520 1.77360 -0.6 1.0 0.3 -0.603
H -3.09221 0.03047 -1.51696 0.1 -0.3 0.3 0.482
C 0.25583 -0.88894 0.34905 0.1 1.6 0.2 0.218
H -0.84304 -2.64251 0.73169 0.2 0.0 0.1 0.194
H 1.68357 1.69754 2.18535 -0.1 -0.1 0.3 0.208
H -0.51153 0.59658 -1.85189 -0.4 -0.3 0.1 0.474
H 1.32767 -0.56983 -1.41923 -0.2 0.5 0.3 0.404
H 0.96275 -2.15689 -1.19248 -0.4 -0.2 0.5 0.387
O -0.01645 0.92952 -2.59765 0.4 0.3 -0.3 -0.952
H 0.65629 1.23827 -0.06292 0.0 -0.1 -0.1 0.211
H -0.57790 0.77758 1.08559 0.4 0.9 1.1 0.207
N 0.94419 -1.24105 -0.77649 0.5 -0.4 -0.8 -0.825
C -0.57215 -1.64794 1.07730 0.0 -1.1 -0.5 -0.593
```
Forces are in eV/Å.

Results
HOMO energy   -8.10 eV
Total charge   0
SMILES   C=C(N)CC.O.O

***

C4H13NO2 | ωB97M-V with the def2-TZVPD basis set

Structure (XYZ):
```
20
Properties=species:S:1:pos:R:3:forces:R:3:lowdin_spin:R:1
C -0.77958 1.90212 0.79483 -1.5 -0.4 -0.7 0.009
H 1.16931 -0.61149 1.07327 -0.4 -0.3 1.8 0.013
C 0.66146 1.36711 0.80758 -3.3 1.2 1.4 0.059
H -0.75963 -0.55853 2.87610 -0.4 -0.7 0.9 0.000
H 0.92965 1.45430 -0.25025 0.8 -0.9 0.2 0.031
H -1.66923 0.90179 -0.87667 -1.4 0.1 0.6 0.001
C -0.67748 -0.57484 0.22252 -0.9 2.7 2.6 0.069
H -0.97442 -1.57361 0.56580 -0.3 0.4 -0.6 0.004
H -0.26478 -0.46063 -0.79075 0.8 -1.0 0.4 0.045
H 2.53993 -1.95228 -6.62682 0.1 0.3 -0.1 0.000
H 2.55349 -0.51121 -6.02134 0.1 -0.2 -0.3 0.000
H -1.00598 2.75626 0.15126 0.7 0.1 0.2 0.000
H -2.50685 0.56228 0.80915 -0.4 0.1 -0.7 0.001
C -1.61626 0.72071 0.21002 0.7 -0.9 -0.9 0.015
O -0.81192 -1.39435 3.40174 0.5 1.1 -0.9 0.107
H -0.15695 -1.26103 4.10040 -0.1 -0.2 0.1 0.000
H -1.23743 2.12244 1.74981 0.6 0.2 0.6 0.001
O 2.37364 -1.43764 -5.83222 -0.1 0.0 0.4 0.000
H 1.26232 1.99051 1.46518 0.5 -0.8 0.1 0.001
N 0.30755 -0.04881 1.22778 4.1 -0.6 -5.0 0.643
```
Forces are in eV/Å.

Results
HOMO energy (alpha / beta)   -13.56 / -13.56 eV
⟨S²⟩   0.756
Multiplicity   2
Total charge   +1

***

C4H13NO2 | ωB97M-V with the def2-TZVPD basis set

Structure (XYZ):
```
20
Properties=species:S:1:pos:R:3:forces:R:3:lowdin_spin:R:1
C 1.04313 0.40670 -1.30291 1.4 1.4 0.4 0.069
C 2.46080 0.08313 -0.69146 0.0 -4.1 -1.3 0.040
H 2.92505 0.89098 -0.24221 0.6 1.9 0.8 0.000
H -0.02457 2.27205 -1.15998 1.6 -1.2 1.2 0.010
O -2.55418 -2.25852 -1.05144 0.9 -1.3 0.8 0.000
H 3.24428 -0.28583 -1.52322 -2.2 0.6 1.8 0.004
O -0.57841 -0.80570 1.25734 1.2 0.7 0.9 0.007
H 1.13258 0.35784 1.69081 0.0 0.3 0.1 0.000
H 0.39815 -0.47042 -1.43483 -0.1 0.2 0.6 0.027
H -1.70248 -2.40529 -0.57162 -1.0 0.4 -0.5 0.000
H -1.43364 0.89881 0.33508 -0.1 0.4 -0.4 0.036
C 0.04829 0.47691 1.70212 -0.6 -3.1 -0.9 0.005
H 2.34038 -0.74880 0.11490 0.3 1.4 -1.6 0.001
H -0.21379 -1.52150 1.79309 -0.1 0.0 0.0 0.000
H -0.69009 2.27225 1.26010 -0.2 1.5 -1.0 0.005
C -0.51336 1.39119 0.67758 2.2 -0.5 -0.1 0.066
H 1.12903 0.91274 -2.25441 0.4 -0.4 -0.5 -0.001
N 0.42288 1.51472 -0.52135 -4.3 0.7 -0.6 0.730
H -0.29002 0.75120 2.68428 -0.2 0.0 0.5 0.000
H -2.94748 -3.16089 -1.00165 0.1 1.0 -0.2 0.000
```
Forces are in eV/Å.

Results
HOMO energy (alpha / beta)   -14.21 / -14.21 eV
⟨S²⟩   0.755
Multiplicity   2
Total charge   +1

***

C4H13NO2S | ωB97M-V with the def2-TZVPD basis set

Structure (XYZ):
```
21
Properties=species:S:1:pos:R:3:forces:R:3:nbo_charge:R:1
H 0.83210 0.74111 2.73829 0.1 -0.1 -0.3 0.479
H -1.89031 -0.23042 -2.92669 -0.1 0.0 -0.4 0.218
H -0.10180 -2.42798 -0.28970 -0.2 -0.4 0.0 0.163
H 0.48323 -0.16915 -2.21924 0.0 0.4 0.1 0.207
N 0.22694 -0.54378 0.57305 -0.6 0.4 -0.1 -0.661
O 0.54473 -0.17426 2.83041 -0.1 0.1 0.7 -0.712
H -0.18197 -1.68744 -2.58854 0.0 -0.4 0.0 0.215
H -0.96074 1.88726 -1.59710 0.0 0.0 0.0 0.117
H 1.88382 1.76623 0.41282 -0.1 -0.3 0.0 0.478
H 2.78828 0.70391 1.06479 -0.1 0.0 -0.1 0.464
H -0.74067 -0.34650 0.80246 0.0 0.0 0.0 0.377
H 0.83202 -2.00375 2.07463 -0.8 0.0 -0.1 0.145
C -0.21706 -0.90630 -1.83309 0.2 -0.1 -0.2 -0.411
H 1.98625 -0.92211 1.50091 0.3 0.3 0.2 0.111
H -2.36381 -1.06060 -1.49226 -0.3 -0.4 0.3 0.218
C -1.64009 -0.36952 -1.88788 0.3 0.5 0.0 -0.509
C 0.34089 -1.46304 -0.53351 -0.1 0.2 0.0 -0.219
H 1.40396 -1.63505 -0.67868 0.2 -0.2 -0.1 0.194
C 0.91578 -0.95671 1.74984 1.0 -0.3 0.0 0.119
O 2.77985 1.60144 0.72208 0.2 0.3 0.1 -0.944
S -1.99767 1.22365 -1.07190 0.0 -0.1 0.1 -0.048
```
Forces are in eV/Å.

Results
HOMO energy   -9.02 eV
Total charge   0
SMILES   OCNCCCS.O

***

C4H13NO2S | ωB97M-V with the def2-TZVPD basis set

Structure (XYZ):
```
21
Properties=species:S:1:pos:R:3:forces:R:3:nbo_charge:R:1
O 0.47521 2.55157 4.14181 2.5 0.3 -3.3 -0.936
H 1.59204 1.30113 -0.87527 -0.5 -1.4 0.3 0.226
H -0.04445 -2.39016 -2.40185 -0.2 1.3 0.2 0.235
C 0.67868 -1.78158 -1.82503 1.5 0.3 -1.6 -0.505
H -0.28693 2.05665 4.10042 -2.6 -1.5 0.2 0.469
C 0.25949 -0.40827 -1.21967 -2.3 -2.7 0.4 -0.114
H 2.45233 -0.22778 -0.54229 -2.4 0.4 0.1 0.250
C 1.37091 0.24223 -0.48156 3.6 3.0 2.2 -0.689
H 1.22558 0.51476 0.68767 0.0 -1.2 -2.6 0.233
H -0.67298 1.65612 -0.02231 -0.2 -0.2 -0.2 0.464
H -2.31959 0.63782 -1.58824 1.0 -1.5 -0.4 0.197
C -1.97375 0.24496 -0.61665 -1.7 0.7 3.9 0.067
H -0.20246 0.20045 -2.02619 0.8 -0.2 0.4 0.213
H 0.59486 2.93681 4.95408 0.1 1.2 3.0 0.467
N -0.96694 -0.73218 -0.30996 1.9 0.3 -0.8 -0.659
S 1.15504 -3.01217 -0.53570 1.5 -0.2 -0.5 -0.070
H 0.29417 -2.82864 0.45752 -0.6 0.4 -0.2 0.131
H 1.57526 -1.56287 -2.63544 -1.7 -0.9 2.4 0.227
O -1.61604 1.47632 0.08012 -0.7 0.3 0.2 -0.765
H -0.66880 -0.71929 0.75328 -1.2 0.4 -2.9 0.386
H -2.92163 -0.15588 -0.09473 1.2 1.0 -0.7 0.173
```
Forces are in eV/Å.

Results
HOMO energy   -8.93 eV
Total charge   0
SMILES   C[C@@H](CS)NCO.O

***

C4H13NO2Si2 | ωB97M-V with the def2-TZVPD basis set

Structure (XYZ):
```
22
Properties=species:S:1:pos:R:3:forces:R:3:nbo_charge:R:1
H 1.76021 0.93443 -2.81968 0.0 -0.1 0.0 -0.206
H -0.33715 -2.58715 1.08888 0.0 -0.2 0.1 0.238
H -1.14771 -1.16735 -2.17141 0.0 0.1 0.0 -0.199
H -1.14252 -0.71393 2.36390 0.0 0.0 0.1 0.239
H 2.31338 2.34606 -0.05556 0.1 0.2 0.0 0.238
O 1.26123 -1.07855 -1.25628 -0.7 0.5 0.0 -1.232
C 2.52300 1.28842 -0.19370 -0.4 -0.2 -0.2 -1.126
H -0.00847 1.14274 -1.21820 -0.1 0.0 0.0 -0.229
H 3.55901 1.15451 -0.48250 0.2 0.0 0.0 0.248
N -1.59915 1.80446 1.29159 0.3 -0.5 -0.3 -0.827
C -1.80191 0.51928 0.80452 -0.4 0.3 0.0 0.685
H -0.04747 -3.21130 -1.62220 0.0 0.0 0.0 -0.208
H -0.69439 1.95086 1.70712 0.1 0.1 0.1 0.374
Si -0.24692 -1.80832 -1.19527 0.3 -0.6 -0.1 1.441
Si 1.33904 0.57387 -1.45110 0.5 -0.1 0.2 1.449
C -0.91820 -1.83825 0.55248 0.4 0.2 -0.2 -0.880
H 0.16754 -0.13972 1.38480 0.2 0.1 -0.1 0.210
H -1.94189 -2.19829 0.50121 -0.2 0.0 0.0 0.258
O -2.72702 0.25436 0.06381 0.4 0.1 0.1 -0.595
C -0.84535 -0.53054 1.32889 -0.5 -0.2 0.2 -0.512
H 2.36784 0.78708 0.75882 0.0 0.0 0.2 0.236
H -1.83311 2.51733 0.61989 -0.4 0.2 0.1 0.397
```
Forces are in eV/Å.

Results
HOMO energy   -10.00 eV
Total charge   0

***

C4H13NO3 | ωB97M-V with the def2-TZVPD basis set

Structure (XYZ):
```
21
Properties=species:S:1:pos:R:3:forces:R:3:nbo_charge:R:1
C -1.05051 0.77520 0.16319 0.4 -2.2 -0.7 -0.407
H 0.77554 0.28533 2.76700 0.0 -0.9 0.2 0.466
H -1.40758 0.63690 -1.94925 0.1 -0.2 -0.2 0.189
O 1.45948 0.86154 2.42127 -1.1 0.9 0.4 -0.936
H 0.91656 1.67246 2.50001 1.0 0.0 -0.4 0.477
H -0.64568 1.62245 0.71130 -0.4 0.6 -0.6 0.208
O 1.65546 -0.09519 -2.86584 0.0 -0.1 0.0 -0.620
H 1.54281 -1.99940 -2.24593 -0.1 -0.2 0.4 0.117
N 0.04603 -0.81063 -1.40916 0.9 -0.5 -0.8 -0.625
H 2.15192 -0.91607 1.78150 -0.6 0.8 0.4 0.474
H -2.93207 0.68671 1.20609 -0.1 -0.6 -0.1 0.207
C -2.56373 0.53448 0.18104 0.1 1.3 1.2 -0.613
H 0.24065 1.17468 -1.64221 -0.1 0.3 0.1 0.238
C 1.15160 -0.97576 -2.19801 -0.3 0.5 -0.3 0.525
H 3.31080 -1.43225 1.07636 0.1 -0.4 -0.1 0.468
H -3.10321 1.30437 -0.36078 0.0 0.1 -0.5 0.206
O 2.48440 -1.74592 1.46582 0.6 -0.3 -0.4 -0.946
H -2.83370 -0.43741 -0.22807 0.1 0.0 0.2 0.212
C -0.54803 0.51359 -1.28892 0.2 0.5 0.8 -0.230
H -0.57478 -0.06879 0.68955 -0.3 0.2 0.3 0.190
H -0.07598 -1.58631 -0.77497 -0.6 0.4 0.2 0.399
```
Forces are in eV/Å.

Results
HOMO energy   -9.66 eV
Total charge   0
SMILES   CCCNC=O.O.O

***

It is found that the total energy values, taken in the order of the records, are -365.39534 -365.40621 -365.04513 -365.06339 -763.59962 -763.52348 -944.53184 -440.66598 Eh.